Entry 1:
The following is a DFT calculation (ωB97M-V/def2-TZVPD) of a structure of composition C13H42AgBF4N12O7.

XYZ file:
```
80
C13H42AgBF4N12O7 (ωB97M-V/def2-TZVPD)
Ag 19.07 0.59 -5.74
B 17.57 2.33 -7.83
F 17.02 1.48 -6.85
F 18.92 2.55 -7.58
F 17.30 1.70 -9.06
F 16.85 3.54 -7.78
C 20.16 0.95 -12.19
C 20.72 2.33 -12.48
C 20.84 3.22 -11.25
O 21.15 4.58 -11.44
C 20.49 5.30 -12.48
N 21.84 2.30 -13.41
H 21.00 0.54 -11.60
H 20.14 0.33 -13.09
H 19.24 0.85 -11.62
H 19.89 2.81 -13.04
H 21.66 2.85 -10.62
H 19.95 3.10 -10.62
H 21.13 6.15 -12.70
H 19.51 5.62 -12.11
H 20.41 4.70 -13.39
H 21.53 1.88 -14.27
H 22.14 3.25 -13.56
C 15.87 4.65 -12.52
C 15.19 3.34 -12.13
C 15.78 2.10 -12.78
O 15.01 0.95 -12.65
C 15.71 -0.17 -13.18
N 15.16 3.42 -10.66
H 16.83 4.77 -12.02
H 15.30 5.55 -12.31
H 15.99 4.68 -13.62
H 14.16 3.41 -12.51
H 16.81 1.97 -12.40
H 15.94 2.41 -13.82
H 16.58 -0.38 -12.55
H 16.14 0.04 -14.17
H 15.05 -1.01 -13.40
H 16.13 3.51 -10.35
H 14.88 2.56 -10.20
C 13.97 0.53 -8.78
O 12.84 0.05 -8.89
N 14.29 1.45 -7.83
N 14.93 0.31 -9.71
H 13.56 1.80 -7.25
H 15.20 1.87 -7.92
H 14.69 -0.22 -10.52
H 15.76 0.89 -9.70
C 16.91 -1.85 -4.44
O 18.01 -1.70 -5.00
N 16.31 -3.08 -4.41
N 16.22 -0.84 -3.90
H 15.38 -3.20 -4.08
H 16.74 -3.78 -4.99
H 15.32 -0.97 -3.48
H 16.48 0.11 -4.11
C 18.86 -1.54 -8.30
O 19.52 -0.65 -7.73
N 19.33 -2.81 -8.45
N 17.71 -1.24 -8.92
H 18.79 -3.49 -8.96
H 20.21 -3.03 -8.03
H 17.28 -2.00 -9.42
H 17.48 -0.26 -8.91
C 19.91 5.91 -7.67
O 20.27 7.08 -7.60
N 19.66 5.33 -8.89
N 19.55 5.14 -6.60
H 19.65 5.89 -9.72
H 19.20 4.45 -8.96
H 20.15 5.19 -5.80
H 19.14 4.29 -6.96
C 17.61 2.99 -3.81
O 17.43 1.76 -3.94
N 17.50 3.87 -4.81
N 17.94 3.52 -2.61
H 16.96 3.54 -5.60
H 17.88 4.79 -4.71
H 18.17 4.48 -2.43
H 18.10 2.87 -1.86
```

Calculated values
HOMO-LUMO gap = 8.5 eV
E_LUMO = -0.34 eV
energy = -2275.95535 hartree
total charge = 0



Entry 2:
The following is a DFT calculation (ωB97M-V/def2-TZVPD) of a structure of composition C13H42Ba2F3NO11.

XYZ file:
```
72
C13H42Ba2F3NO11 (ωB97M-V/def2-TZVPD)
N 0.74 -2.71 4.86
H 0.42 -2.94 3.93
H -0.09 -2.63 5.44
H 1.38 -1.93 4.84
H 1.18 -3.52 5.27
Ba -5.61 -2.56 2.48
Ba -3.97 2.30 6.04
C 3.47 2.35 5.96
O 3.90 1.50 4.91
O 2.21 1.87 6.26
C 4.62 2.45 7.08
F 4.19 2.92 8.23
F 5.07 1.23 7.40
F 5.74 3.13 6.75
C 4.55 2.06 3.78
C 5.06 0.92 2.93
H 5.50 1.31 2.01
H 5.90 0.45 3.46
H 4.34 0.17 2.61
H 5.24 2.86 4.05
H 3.88 2.51 3.05
H 3.51 3.42 5.73
O -2.27 0.39 0.71
C -1.19 0.12 -0.20
C -0.93 -1.40 -0.64
O -1.07 -2.42 0.35
H -0.27 0.61 0.12
H -1.29 0.63 -1.15
H -0.03 -1.45 -1.24
H -1.68 -1.59 -1.40
C -0.21 -9.65 2.55
O -0.13 -8.25 2.86
H -0.59 -10.11 3.46
H -1.02 -9.84 1.84
H 0.76 -10.02 2.23
H -0.32 -7.83 2.02
C -5.77 5.73 -2.00
O -6.33 4.96 -0.91
H -4.71 5.61 -2.20
H -6.15 5.44 -2.98
H -6.15 6.73 -1.80
H -6.00 4.06 -0.80
C -1.16 6.75 1.94
O -1.12 5.70 2.90
H -0.22 6.82 1.39
H -2.03 6.68 1.29
H -1.27 7.69 2.48
H -1.14 4.90 2.37
C 2.89 5.69 -3.02
O 3.24 7.02 -2.54
H 2.04 5.95 -3.66
H 3.70 5.15 -3.50
H 2.76 5.06 -2.14
H 3.37 7.54 -3.33
C 0.50 -8.38 -3.47
O 1.23 -7.33 -2.77
H -0.12 -9.02 -2.84
H -0.29 -7.83 -3.99
H 1.05 -9.02 -4.17
H 0.67 -6.94 -2.10
C -0.31 -3.58 -8.09
O -0.58 -2.57 -7.16
H -0.38 -3.34 -9.15
H 0.74 -3.84 -7.99
H -0.95 -4.44 -7.86
H -0.28 -2.97 -6.34
C -5.06 1.32 -5.93
O -3.73 1.50 -6.32
H -5.02 1.72 -4.92
H -5.66 1.84 -6.68
H -5.49 0.34 -6.10
H -3.23 0.68 -6.21
```

Calculated values
HOMO-LUMO gap = 1.9 eV
E_LUMO = -8.24 eV
energy relative to the best compared isomer or geometry (same formula, charge and spin) = 17.0880 eV
energy = -1752.19827 hartree
total charge = +2



Entry 3:
The following is a DFT calculation (ωB97M-V/def2-TZVPD) of a cluster of 8 separate species, C13H42O8 in total.

XYZ file:
```
63
C13H42O8 (ωB97M-V/def2-TZVPD)
C 14.17 1.08 6.36
C 13.73 2.34 7.07
O 14.13 2.35 8.45
H 13.80 0.18 6.85
H 15.26 1.01 6.34
H 13.79 1.12 5.33
H 12.65 2.46 7.03
H 14.15 3.21 6.56
H 14.81 3.03 8.57
C 12.28 1.77 12.45
C 12.18 2.71 11.26
O 13.44 3.37 11.06
H 12.96 0.93 12.25
H 11.31 1.36 12.72
H 12.66 2.31 13.32
H 11.38 3.43 11.44
H 11.96 2.13 10.35
H 13.64 3.39 10.13
O 13.20 5.82 8.74
H 13.12 6.27 9.59
H 14.04 5.36 8.78
O 16.75 1.95 10.80
H 15.81 1.75 10.90
H 16.82 2.83 11.20
O 13.55 -0.11 9.65
H 13.66 0.76 9.23
H 14.30 -0.63 9.35
C 10.32 -1.23 8.80
C 10.23 -0.76 10.25
C 9.01 -1.33 10.94
O 11.36 -1.12 11.00
H 9.32 -1.28 8.35
H 10.80 -2.21 8.72
H 10.91 -0.57 8.15
H 10.09 0.34 10.22
H 8.13 -1.29 10.31
H 8.76 -0.74 11.83
H 9.21 -2.35 11.28
H 12.14 -0.75 10.57
C 17.01 2.88 14.08
C 15.69 3.58 13.78
C 15.38 4.69 14.75
O 15.74 4.08 12.44
H 17.84 3.49 13.72
H 17.03 1.91 13.58
H 17.10 2.72 15.15
H 14.89 2.82 13.83
H 15.38 4.34 15.78
H 14.44 5.19 14.51
H 16.17 5.45 14.69
H 14.85 4.15 12.07
C 17.18 4.93 7.50
C 17.08 4.28 8.87
C 18.16 4.76 9.86
O 15.75 4.48 9.41
H 16.29 4.74 6.90
H 18.06 4.58 6.95
H 17.28 6.01 7.58
H 17.18 3.19 8.77
H 17.89 4.44 10.87
H 18.29 5.84 9.82
H 19.10 4.27 9.61
H 15.82 5.10 10.14
```

Calculated values
SMILES = CC(C)O.CC(C)O.CC(C)O.CCO.CCO.O.O.O
HOMO-LUMO gap = 10.0 eV
E_LUMO = 0.51 eV
energy relative to the best compared isomer or geometry (same formula, charge and spin) = 0.0000 eV
energy = -1122.42097 hartree
total charge = 0



Entry 4:
The following is a DFT calculation (ωB97M-V/def2-TZVPD) of a cluster of 9 separate species, C13H43BF4N15O9 in total.

XYZ file:
```
85
C13H43BF4N15O9 (ωB97M-V/def2-TZVPD)
B -0.98 -1.41 0.11
F -1.54 -2.61 0.20
F -1.57 -0.62 -0.84
F -1.09 -0.84 1.30
F 0.34 -1.66 -0.34
C 2.75 -0.75 3.63
O 1.93 -0.96 4.50
N 2.49 -0.32 2.47
N 4.02 -1.10 3.79
H 1.55 -0.48 2.16
H 3.19 0.16 1.92
H 4.68 -0.89 3.05
H 4.34 -1.24 4.74
C -2.26 -0.89 4.57
O -1.04 -0.72 4.70
N -2.91 -1.52 3.64
N -3.12 -0.39 5.39
H -3.90 -1.73 3.74
H -2.29 -2.02 3.03
H -4.08 -0.56 5.10
H -2.68 0.13 6.13
C -4.67 0.28 -0.13
O -4.34 0.44 -1.27
N -3.89 -0.11 0.81
N -5.82 0.69 0.27
H -2.88 -0.19 0.79
H -4.24 -0.20 1.76
H -6.24 0.44 1.15
H -6.29 1.17 -0.48
C 2.40 -2.03 -3.49
O 2.80 -0.92 -3.66
N 2.65 -2.86 -4.37
N 1.57 -2.47 -2.60
H 3.33 -2.49 -5.02
H 1.98 -3.55 -4.67
H 1.54 -3.48 -2.68
H 1.29 -1.96 -1.78
C 0.34 -4.13 3.95
O 0.20 -3.22 4.84
N -0.08 -4.08 2.67
N 0.70 -5.36 4.24
H -0.27 -3.27 2.11
H 0.00 -4.89 2.07
H 1.07 -5.45 5.17
H 0.72 -5.98 3.44
C -1.43 1.33 -3.80
O -2.65 1.38 -3.55
N -0.61 0.47 -3.23
N -0.82 2.13 -4.64
H 0.36 0.51 -3.51
H -1.04 -0.09 -2.50
H -1.23 2.78 -5.29
H 0.17 1.93 -4.71
C -2.74 -2.38 -3.50
O -3.44 -1.35 -3.58
N -2.87 -3.44 -4.22
N -1.95 -2.66 -2.55
H -3.61 -3.54 -4.91
H -2.09 -4.06 -4.04
H -1.80 -1.91 -1.89
H -1.24 -3.38 -2.54
C 2.81 5.98 -2.63
O 2.74 4.80 -1.90
C 2.52 3.62 -2.57
C 3.14 2.50 -1.81
N 2.87 2.65 -0.33
C 1.41 2.43 -0.02
C 1.13 2.43 1.46
O 0.81 3.81 1.88
C 0.67 3.95 3.34
H 3.79 6.35 -2.93
H 2.34 6.61 -1.88
H 2.08 5.90 -3.44
H 3.03 3.72 -3.53
H 1.50 3.41 -2.87
H 4.22 2.58 -1.94
H 2.71 1.64 -2.31
H 3.08 3.59 -0.02
H 1.20 1.43 -0.40
H 0.80 3.05 -0.68
H 1.95 2.08 2.08
H 0.29 1.77 1.68
H -0.14 3.42 3.85
H 0.72 5.00 3.61
H 1.60 3.57 3.77
```

Calculated values
HOMO-LUMO gap = 7.9 eV
E_LUMO = 2.28 eV
energy relative to the best compared isomer or geometry (same formula, charge and spin) = 10.0460 eV
energy = -2444.23125 hartree
total charge = -1



Entry 5:
The following is a DFT calculation (ωB97M-V/def2-TZVPD) of a cluster of 8 separate species, C13H43N3O9 in total.

XYZ file:
```
68
C13H43N3O9 (ωB97M-V/def2-TZVPD)
C -6.63 3.85 2.85
O -6.30 2.46 2.71
C -4.88 2.06 2.52
C -4.08 2.05 3.83
N -2.63 1.87 3.68
C -2.30 0.54 3.15
C -0.77 0.21 3.17
O -0.82 -1.11 2.79
C 0.37 -1.71 2.55
H -5.85 4.54 3.18
H -7.60 3.95 3.33
H -6.74 4.16 1.81
H -4.45 2.59 1.67
H -5.01 1.01 2.25
H -4.54 1.41 4.58
H -4.12 3.06 4.25
H -2.15 2.57 3.14
H -2.58 0.51 2.09
H -2.87 -0.23 3.67
H -0.34 0.35 4.16
H -0.35 0.93 2.47
H 0.99 -1.73 3.45
H 0.97 -1.20 1.80
H 0.18 -2.73 2.21
C -0.23 -2.73 -3.98
O 0.77 -2.29 -4.50
N -1.14 -2.14 -3.24
N -0.68 -4.03 -3.95
H -1.05 -1.15 -3.05
H -1.84 -2.78 -2.90
H -0.15 -4.81 -4.31
H -1.55 -4.14 -3.44
C 5.38 -1.77 -0.91
O 5.78 -2.63 0.12
H 6.14 -1.62 -1.67
H 4.53 -2.25 -1.41
H 5.19 -0.79 -0.48
H 5.05 -2.72 0.73
C 4.71 1.84 0.68
O 5.22 0.85 1.44
H 5.31 2.76 0.71
H 4.76 1.61 -0.38
H 3.73 2.18 1.01
H 6.09 0.71 1.05
C 1.64 -0.11 -1.08
O 2.76 0.69 -1.37
H 1.27 -0.51 -2.03
H 1.83 -0.91 -0.37
H 0.95 0.52 -0.52
H 3.36 0.61 -0.63
C 1.09 -4.22 -0.75
O 2.45 -4.07 -0.41
H 0.52 -3.36 -0.39
H 0.83 -4.13 -1.81
H 0.62 -5.08 -0.28
H 3.00 -4.76 -0.80
C 0.53 1.34 -4.54
O -0.45 0.29 -4.74
H 1.53 1.16 -4.94
H 0.14 2.19 -5.09
H 0.80 1.71 -3.55
H 0.01 -0.56 -4.69
C -1.15 2.32 -1.02
O -0.99 2.96 0.21
H -1.81 2.95 -1.61
H -0.20 2.30 -1.55
H -1.54 1.31 -0.88
H -0.70 3.86 0.05
```

Calculated values
SMILES = COCCNCCOC.NC(N)=O.CO.CO.CO.CO.CO.CO
HOMO-LUMO gap = 8.8 eV
E_LUMO = 0.35 eV
energy relative to the best compared isomer or geometry (same formula, charge and spin) = 0.0000 eV
energy = -1362.31874 hartree
total charge = 0



Entry 6:
The following is a DFT calculation (ωB97M-V/def2-TZVPD) of a cluster of 8 separate species, C13H44B2F3NO7S in total.

XYZ file:
```
71
C13H44B2F3NO7S (ωB97M-V/def2-TZVPD)
N -0.76 -0.60 1.06
H -0.98 -1.36 0.43
H -0.11 -0.67 1.83
H -1.56 0.01 1.13
H -0.16 -0.05 0.47
B 1.32 3.32 -1.24
H 2.13 4.02 -1.29
H 0.47 3.96 -1.45
H 1.40 2.46 -1.89
H 1.27 2.87 -0.27
B -2.28 5.09 3.28
H -1.62 4.35 2.86
H -2.90 4.63 4.02
H -1.66 5.93 3.56
H -2.90 5.46 2.48
C 4.86 1.92 7.05
F 5.34 3.16 7.14
F 5.82 1.12 6.48
F 4.56 1.49 8.21
S 3.22 1.96 5.97
O 2.90 0.59 5.54
O 2.24 2.55 6.94
O 3.36 2.83 4.78
C -1.76 -5.89 -1.35
C -0.27 -6.07 -1.17
C 0.30 -7.29 -1.83
O 0.42 -4.88 -1.65
H -2.04 -5.50 -2.33
H -2.14 -5.21 -0.58
H -2.36 -6.77 -1.13
H -0.01 -6.25 -0.12
H 1.37 -7.31 -1.64
H 0.19 -7.33 -2.91
H -0.18 -8.21 -1.50
H 1.36 -5.03 -1.52
C -1.24 0.17 -5.96
C -1.67 1.56 -6.54
C -3.04 1.91 -5.93
O -0.74 2.56 -6.12
H -1.86 -0.02 -5.08
H -0.23 0.17 -5.55
H -1.44 -0.57 -6.73
H -1.95 1.51 -7.59
H -3.76 1.26 -6.43
H -3.20 2.94 -6.26
H -3.21 1.91 -4.86
H -0.64 2.40 -5.18
C 7.09 -2.73 1.75
C 7.15 -1.29 1.30
C 8.47 -0.70 1.05
O 6.47 -1.22 0.05
H 6.13 -3.21 1.57
H 7.34 -2.71 2.81
H 7.75 -3.38 1.17
H 6.60 -0.70 2.03
H 9.07 -1.07 0.22
H 9.05 -0.79 1.97
H 8.43 0.39 0.98
H 5.89 -0.46 0.04
C -7.44 3.06 0.24
C -6.86 1.85 1.07
C -7.44 0.58 0.66
O -5.48 1.85 0.88
H -8.41 3.15 0.73
H -7.72 2.91 -0.80
H -6.85 3.98 0.22
H -7.02 1.99 2.13
H -8.53 0.68 0.73
H -7.01 -0.27 1.19
H -7.35 0.29 -0.39
H -5.17 2.67 1.29
```

Calculated values
HOMO-LUMO gap = 4.2 eV
E_LUMO = 2.09 eV
energy = -1850.26395 hartree
total charge = -2